Version i
A 2-piece molecular cluster, C4H3N2 overall. Source: the OMol25 dataset; level of theory: ωB97M-V/def2-TZVPD.

The geometry in XYZ format:
```
9
C4H3N2 ωB97M-V/def2-TZVPD
C 2.21 0.08 0.14
C 1.87 -1.15 0.04
C -0.62 -1.19 0.12
C -1.96 0.79 -0.15
N 2.38 1.24 0.23
N -1.19 -0.15 -0.03
H 1.55 -2.11 0.04
H -1.95 1.40 0.70
H -2.29 1.08 -1.10
```

Values from the calculation:
Charge: +1
LUMO (alpha / beta) (eV): -8.16 / -8.22
Molar mass (Da): 79.08
2S+1: 1
Orbital gap (alpha / beta) (eV): 7.3 / 6.0

Mulliken population analysis, charges in e, atoms 1 to 2: 0.472, -0.333

Version ii
C4H3N2 as an isolated structure. Source: the OMol25 dataset; level of theory: ωB97M-V/def2-TZVPD.

The geometry in XYZ format:
```
9
C4H3N2 ωB97M-V/def2-TZVPD
C -1.83 0.35 0.01
C -0.47 -1.09 -0.01
C 0.11 0.25 -0.01
C 1.40 0.64 0.01
N -2.01 -0.90 0.01
N -0.96 1.21 -0.01
H -0.09 -2.10 -0.06
H 1.64 1.70 -0.01
H 2.21 -0.07 0.06
```

Values from the calculation:
Charge: +1
LUMO (eV): -7.76
Molar mass (Da): 79.08
2S+1: 1
Orbital gap (eV): 8.8

Mulliken population analysis, charges in e, atoms 1 to 2: 0.626, -0.182

What should be chosen as the most stable of them? Choose version ii.

Version i
A 2-piece molecular cluster, H2NO4P overall. Source: the OMol25 dataset; level of theory: ωB97M-V/def2-TZVPD.

The geometry in XYZ format:
```
8
H2NO4P ωB97M-V/def2-TZVPD
N 0.85 0.55 -0.10
O 0.87 0.36 -1.27
O 1.19 1.45 0.63
O -0.11 -1.85 -0.54
O -1.53 0.84 0.55
P 0.13 -1.03 0.79
H -0.07 -1.49 -1.42
H -1.32 1.17 1.36
```

Values from the calculation:
Charge: 0
LUMO (alpha / beta) (eV): -1.88 / -1.88
Molar mass (Da): 110.99
2S+1: 1
Orbital gap (alpha / beta) (eV): 8.2 / 8.2

Mulliken population analysis, charges in e, atoms 1 to 2: 0.952, -0.634

Version ii
H2NO4P in the gas phase. Source: the OMol25 dataset; level of theory: ωB97M-V/def2-TZVPD.

The geometry in XYZ format:
```
8
H2NO4P ωB97M-V/def2-TZVPD
N 1.90 -0.12 -0.03
O 2.20 0.51 0.97
O 2.43 -1.01 -0.59
O -0.08 1.75 -0.24
O -0.71 -0.79 -0.16
P 0.38 0.45 -1.09
H -0.90 1.72 0.28
H -1.14 -1.34 -0.72
```

Values from the calculation:
Charge: 0
LUMO (eV): -0.32
Molar mass (Da): 110.99
2S+1: 1
Orbital gap (eV): 9.8

Mulliken population analysis, charges in e, atoms 1 to 2: 0.921, -0.536

What should be chosen as the most stable of them? Choose version ii.

Version i
A 2-piece molecular cluster, C5H8N3 overall. Source: the OMol25 dataset; level of theory: ωB97M-V/def2-TZVPD.

The geometry in XYZ format:
```
16
C5H8N3 ωB97M-V/def2-TZVPD
C 1.01 1.99 0.42
C 0.45 -2.63 0.76
C 1.27 3.09 1.06
C -1.81 -0.07 -0.98
C -0.46 -0.73 -1.17
N 0.69 0.99 -0.17
N 1.00 -3.31 1.51
N 0.66 -0.04 -0.78
H 2.29 3.39 1.25
H 0.49 3.75 1.42
H -2.58 -0.64 -1.51
H -2.08 -0.03 0.08
H -1.80 0.94 -1.37
H -0.34 -1.66 -0.50
H -0.28 -1.14 -2.17
H 1.47 -3.91 2.15
```

Values from the calculation:
Charge: +1
LUMO (eV): -5.89
Molar mass (Da): 110.14
2S+1: 1
Orbital gap (eV): 8.4

Mulliken population analysis, charges in e, atoms 1 to 2: 0.635, -0.297

Version ii
An isolated ion of composition C5H8N3 and charge +1. Source: the OMol25 dataset; level of theory: ωB97M-V/def2-TZVPD.

The geometry in XYZ format:
```
16
C5H8N3 ωB97M-V/def2-TZVPD
C -1.15 1.52 0.00
C 0.23 1.67 -0.16
C 1.23 0.80 0.01
N 2.73 1.28 0.05
N 3.43 0.25 0.12
C 2.71 -0.87 0.03
N 1.41 -0.58 0.06
C 0.38 -1.60 0.05
H -1.33 1.57 1.05
H -1.39 0.45 -0.33
H -1.92 2.18 -0.50
H 0.58 2.75 -0.47
H 3.09 -1.87 0.34
H -0.13 -1.28 0.95
H 0.91 -2.66 0.19
H -0.20 -1.51 -0.89
```

Values from the calculation:
Charge: +1
LUMO (eV): -6.60
Molar mass (Da): 110.14
2S+1: 1
Orbital gap (eV): 8.1

Mulliken population analysis, charges in e, atoms 1 to 2: -0.942, 0.105

Version iii
An isolated ion of composition C5H8N3 and charge +1. Source: the OMol25 dataset; level of theory: ωB97M-V/def2-TZVPD.

The geometry in XYZ format:
```
16
C5H8N3 ωB97M-V/def2-TZVPD
N 2.37 0.90 0.03
C 1.19 0.27 -0.13
C 1.17 -1.12 0.06
C -0.02 -1.78 -0.02
N -1.16 -1.14 -0.07
C -1.22 0.39 -0.10
N -2.47 0.85 0.06
C -0.01 1.05 -0.29
H 3.17 0.25 0.23
H 2.50 1.94 0.10
H 2.21 -1.42 0.12
H -0.08 -2.82 0.01
H -2.06 -1.50 -0.46
H -2.69 1.80 0.20
H -3.00 0.21 0.47
H 0.08 2.12 -0.20
```

Values from the calculation:
Charge: +1
LUMO (eV): -3.56
Molar mass (Da): 110.14
2S+1: 1
Orbital gap (eV): 9.8

Mulliken population analysis, charges in e, atoms 1 to 2: -0.432, 1.155

What should be chosen as the most stable of them? Choose version iii.

Version i
An isolated ion of composition C10H16N3 and charge +1. Source: the OMol25 dataset; level of theory: ωB97M-V/def2-TZVPD.

The geometry in XYZ format:
```
29
C10H16N3 ωB97M-V/def2-TZVPD
C -3.57 -0.19 0.57
N -2.93 -0.96 -0.23
C -2.95 -0.98 -1.61
C -2.09 -1.94 -2.05
N -1.50 -2.56 -1.02
C -1.92 -1.97 0.23
N -0.81 -1.49 0.96
C -0.37 -0.35 1.09
C 0.25 0.75 1.36
C 1.35 1.35 0.51
C 2.05 2.46 1.28
C 2.32 0.24 0.06
C 3.40 0.74 -0.90
H -4.24 0.56 0.18
H -3.46 -0.30 1.63
H -3.58 -0.33 -2.17
H -1.87 -2.20 -3.07
H -0.75 -3.23 -1.07
H -2.43 -2.72 0.86
H -0.01 1.28 2.26
H 0.89 1.79 -0.39
H 2.61 2.05 2.12
H 2.74 2.99 0.64
H 1.33 3.18 1.66
H 2.79 -0.20 0.94
H 1.74 -0.54 -0.44
H 4.08 1.42 -0.40
H 2.96 1.25 -1.75
H 3.98 -0.10 -1.26
```

Values from the calculation:
Charge: +1
LUMO (alpha / beta) (eV): -4.62 / -4.62
Molar mass (Da): 178.26
2S+1: 1
Orbital gap (alpha / beta) (eV): 7.8 / 7.8

Mulliken population analysis, charges in e, atoms 1 to 2: -0.171, 0.171

Version ii
An isolated ion of composition C10H16N3 and charge +1. Source: the OMol25 dataset; level of theory: ωB97M-V/def2-TZVPD.

The geometry in XYZ format:
```
29
C10H16N3 ωB97M-V/def2-TZVPD
C 1.45 -2.34 -0.66
C 1.63 -1.16 -0.15
N 2.61 -0.22 -0.03
C 3.07 0.42 1.16
C 4.18 1.10 0.77
N 4.42 0.85 -0.55
C 3.56 -0.05 -0.97
N 0.11 -0.29 0.40
C -1.10 -1.12 0.36
C -2.24 -0.19 0.84
C -2.43 0.70 -0.33
C -1.16 1.63 -0.46
C 0.12 0.87 -0.46
H 0.54 -2.83 -0.67
H 2.47 -2.74 -1.04
H 2.53 0.57 2.03
H 4.75 1.86 1.39
H 3.47 -0.53 -1.92
H 0.36 0.01 1.29
H -0.88 -2.02 0.98
H -1.21 -1.33 -0.82
H -2.07 0.33 1.74
H -3.14 -0.81 0.93
H -2.49 0.13 -1.16
H -3.29 1.37 -0.25
H -1.20 2.04 -1.43
H -1.22 2.37 0.28
H 0.55 0.54 -1.39
H 0.84 1.63 -0.02
```

Values from the calculation:
Charge: +1
LUMO (eV): -3.12
Molar mass (Da): 178.26
2S+1: 1
Orbital gap (eV): 9.8

Mulliken population analysis, charges in e, atoms 1 to 2: -0.982, 0.655

Version iii
An isolated ion of composition C10H16N3 and charge +1. Source: the OMol25 dataset; level of theory: ωB97M-V/def2-TZVPD.

The geometry in XYZ format:
```
29
C10H16N3 ωB97M-V/def2-TZVPD
H 0.95 -0.79 -2.32
N 1.67 -1.02 -1.56
N 1.27 -1.02 -0.42
C 2.12 -1.66 0.50
C -0.05 -0.47 0.08
N -0.23 -0.81 1.47
C -1.18 -1.04 -0.82
C -2.62 -0.50 -0.57
C -2.51 1.04 -0.56
C -1.37 1.55 0.48
C -0.01 1.05 0.13
C 1.10 1.73 0.15
C 2.39 1.23 0.17
C 3.58 1.48 0.17
H 2.18 -1.15 1.54
H 3.21 -1.65 0.06
H 1.69 -2.66 0.59
H -0.81 -1.57 1.77
H 0.20 -0.12 2.20
H -1.09 -2.18 -0.75
H -0.96 -0.82 -1.90
H -2.99 -0.87 0.34
H -3.23 -0.73 -1.46
H -2.32 1.36 -1.62
H -3.44 1.42 -0.06
H -1.44 2.63 0.50
H -1.70 1.21 1.52
H 1.04 2.75 0.40
H 4.57 1.60 -0.03
```

Values from the calculation:
Charge: +1
LUMO (eV): -5.01
Molar mass (Da): 178.26
2S+1: 1
Orbital gap (eV): 7.7

Mulliken population analysis, charges in e, atoms 1 to 2: 0.350, -0.923

What should be chosen as the most stable of them? Choose version i.

Version i
A 2-piece molecular cluster, C5H10N4 overall. Source: the OMol25 dataset; level of theory: ωB97M-V/def2-TZVPD.

The geometry in XYZ format:
```
19
C5H10N4 ωB97M-V/def2-TZVPD
C 0.74 0.77 0.17
C 1.05 1.49 -1.22
C -0.21 0.83 -1.22
C -0.46 0.51 1.00
C -1.10 -1.79 0.63
H 1.43 -1.25 -0.31
H 3.20 0.06 0.40
H 0.81 2.51 -1.54
H 1.92 1.28 -1.85
H -0.98 1.65 -1.11
H -1.64 -0.46 -1.60
H -1.15 1.33 0.94
H -0.06 0.42 2.22
H -0.82 -2.41 -0.16
H -1.49 -1.35 2.51
N 1.75 -0.30 0.31
N -0.62 -0.49 -1.19
N -1.05 -0.56 0.16
N -1.31 -2.22 1.86
```

Values from the calculation:
Charge: 0
LUMO (eV): 0.18
Molar mass (Da): 126.16
2S+1: 1
Orbital gap (eV): 8.4

Mulliken population analysis, charges in e, atoms 1 to 2: 0.573, -0.792

Version ii
C5H10N4 in the gas phase. Source: the OMol25 dataset; level of theory: ωB97M-V/def2-TZVPD.

The geometry in XYZ format:
```
19
C5H10N4 ωB97M-V/def2-TZVPD
H 0.75 -1.20 -2.00
N 1.05 -1.67 -1.14
C 0.49 -1.10 -0.11
C 0.74 -1.69 1.25
N -0.78 -0.34 -0.25
N -1.96 -0.86 -0.83
C -0.57 0.98 -0.12
N -1.43 1.96 -0.49
C 0.74 1.15 0.26
C 1.67 2.00 0.63
H 1.79 -1.54 1.51
H 0.12 -1.21 2.02
H 0.54 -2.76 1.23
H -1.71 -1.40 -1.66
H -2.34 -1.53 -0.17
H -1.03 2.87 -0.68
H -2.22 1.64 -1.03
H 1.53 3.07 0.56
H 2.62 1.64 1.01
```

Values from the calculation:
Charge: 0
LUMO (alpha / beta) (eV): 0.29 / 0.29
Molar mass (Da): 126.16
2S+1: 1
Orbital gap (alpha / beta) (eV): 6.8 / 6.8

Mulliken population analysis, charges in e, atoms 1 to 2: 0.231, -0.736

Version iii
C5H10N4 as an isolated structure. Source: the OMol25 dataset; level of theory: ωB97M-V/def2-TZVPD.

The geometry in XYZ format:
```
19
C5H10N4 ωB97M-V/def2-TZVPD
C 1.39 -1.59 0.84
C 1.21 -0.36 -0.15
C 0.72 2.32 0.03
C -1.39 -0.50 -0.14
C -2.57 0.42 0.18
H 0.46 -1.40 1.38
H 2.40 -2.00 1.24
H 0.79 -2.74 0.30
H 2.83 -0.86 -0.48
H 1.70 1.96 -0.74
H 0.55 3.37 0.65
H -2.16 1.44 0.87
H -2.76 1.23 -0.83
H -3.23 -0.46 0.51
H -0.66 -2.07 -1.09
N 2.31 0.03 -0.66
N -0.11 0.16 0.08
N -0.15 1.52 0.19
N -1.49 -1.74 -0.52
```

Values from the calculation:
Charge: 0
LUMO (eV): 0.74
Molar mass (Da): 126.16
2S+1: 1
Orbital gap (eV): 9.5

Mulliken population analysis, charges in e, atoms 1 to 2: -1.107, 0.548

What should be chosen as the most stable of them? Choose version ii.

Version i
An isolated ion of composition C3H7ClNO2S and charge -1. Source: the OMol25 dataset; level of theory: ωB97M-V/def2-TZVPD.

The geometry in XYZ format:
```
15
C3H7ClNO2S ωB97M-V/def2-TZVPD
C 1.29 -0.28 -1.04
N 0.71 0.28 0.15
C 0.86 -0.48 1.36
S -0.78 1.02 -0.09
O -1.36 1.46 1.87
O -0.56 2.12 -1.07
C -1.88 -0.07 -0.88
Cl -2.38 -1.26 0.27
H 1.40 -1.35 -0.93
H 0.55 -0.10 -1.94
H 2.16 0.10 -1.45
H 1.85 -0.45 1.92
H -0.03 -0.01 1.94
H 0.97 -1.53 1.13
H -2.80 0.54 -1.24
```

Values from the calculation:
Charge: -1
LUMO (alpha / beta) (eV): 3.74 / 3.74
Molar mass (Da): 156.61
2S+1: 1
Orbital gap (alpha / beta) (eV): 7.3 / 7.3

Mulliken population analysis, charges in e, atoms 1 to 2: -0.932, -0.003

Version ii
C3H7ClNO2S as an isolated structure. Source: the OMol25 dataset; level of theory: ωB97M-V/def2-TZVPD.

The geometry in XYZ format:
```
15
C3H7ClNO2S ωB97M-V/def2-TZVPD
C 1.50 0.00 0.49
C -1.69 -1.70 0.46
C -1.94 0.52 0.23
N -2.46 -0.77 0.30
O 1.40 2.28 -0.80
O 1.64 0.14 -2.12
S 1.88 0.90 -0.94
Cl 2.48 -1.50 0.25
H 1.95 0.35 1.41
H 3.41 1.19 -1.17
H -2.18 -2.65 0.61
H -0.64 -1.41 0.54
H -2.32 1.06 -0.66
H -2.24 0.98 1.08
H -0.80 0.60 0.32
```

Values from the calculation:
Charge: -1
LUMO (eV): 3.62
Molar mass (Da): 156.61
2S+1: 1
Orbital gap (eV): 7.6

Mulliken population analysis, charges in e, atoms 1 to 2: -0.595, -0.041

What should be chosen as the most stable of them? Choose version ii.